<one>
The following is a DFT calculation (wB97M-V/def2-TZVPD) of 5 unconnected molecules or ions with the total composition H10O5.

Properties
LUMO level ... 0.0240 Eh
Frontier orbital gap ... 9.20 eV
HOMO ... -8.543 eV

```
! wB97M-V def2-TZVPD RIJCOSX def2/J DEFGRID3
* xyz 0 1
H -0.5281 0.3074 1.5867
H -0.8836 -0.4563 0.3216
H 3.7966 -0.1172 -1.2047
H 3.1735 -0.5855 0.1002
H -5.2346 -0.5873 -1.0768
H -3.7633 -0.3366 -0.7895
H 0.4837 2.3127 -0.9716
H 0.8322 2.9116 0.3811
H 1.2442 -2.0804 0.2430
H 0.9265 -1.1917 1.4344
O -0.2059 0.1160 0.6987
O 3.1398 -0.7284 -0.8524
O -4.5967 -0.5504 -0.3552
O 0.4194 2.1413 -0.0253
O 1.1963 -1.1554 0.5098
*
```

Just the Löwdin charges please, in e? Sure, here they are: H 0.062; H 0.067; H 0.032; H 0.024; H 0.034; H 0.027; H 0.044; H 0.039; H 0.060; H 0.064; O -0.130; O -0.083; O -0.063; O -0.061; O -0.116

<two>
The following is a DFT calculation (wB97M-V/def2-TZVPD) of 5 unconnected molecules or ions with the total composition H10O5.

Properties
LUMO level ... 0.0105 Eh
Frontier orbital gap ... 11.54 eV
HOMO ... -11.256 eV

```
! wB97M-V def2-TZVPD RIJCOSX def2/J DEFGRID3
* xyz 0 1
O -0.3911 -1.3116 -4.0866
H -0.1982 -0.3750 -4.1285
H -0.4684 -1.4991 -3.1511
O 3.0405 2.1087 0.4540
H 2.9455 2.8438 -0.1517
H 2.2668 1.5673 0.2976
O -1.7947 1.1401 3.5226
H -0.9469 1.2062 3.9620
H -2.1645 2.0210 3.5806
O -0.1133 -2.8347 -0.6590
H -1.0387 -2.9977 -0.4769
H 0.3492 -3.2184 0.0861
O -0.3349 0.7670 0.0884
H -0.8688 0.7204 0.8815
H -0.2826 -0.1380 -0.2191
*
```

Just the Löwdin charges please, in e? Sure, here they are: O -0.050; H 0.029; H 0.007; O -0.056; H 0.029; H 0.005; O -0.049; H 0.034; H 0.034; O -0.041; H 0.037; H 0.039; O -0.045; H 0.018; H 0.008

Quick one: least stable of them? <one>

<one>
The following is a DFT calculation (wB97M-V/def2-TZVPD) of 5 unconnected molecules or ions with the total composition H10O5.

Properties
LUMO level ... 0.0080 Eh
Frontier orbital gap ... 11.13 eV
HOMO ... -10.912 eV

```
! wB97M-V def2-TZVPD RIJCOSX def2/J DEFGRID3
* xyz 0 1
O 6.4487 5.5305 9.9582
H 5.8844 5.8571 9.2426
H 7.3556 5.7240 9.6638
O 9.1090 3.0668 9.2687
H 9.3344 2.1325 9.2008
H 8.3734 3.1846 8.6574
O 5.7298 6.8050 12.5210
H 6.5711 7.0020 12.9450
H 5.9633 6.4256 11.6556
O 8.8838 7.2529 9.9295
H 8.1857 7.9002 10.0950
H 9.0907 6.8881 10.7994
O 4.3063 3.8782 10.7611
H 5.1105 4.3819 10.5360
H 4.6112 2.9772 10.9041
*
```

Just the Löwdin charges please, in e? Sure, here they are: O -0.063; H 0.082; H 0.041; O -0.062; H 0.035; H 0.029; O -0.066; H 0.025; H -0.014; O -0.050; H 0.049; H 0.051; O -0.070; H -0.018; H 0.031

<two>
The following is a DFT calculation (wB97M-V/def2-TZVPD) of a molecular structure, H10O5.

Properties
LUMO level ... -0.0162 Eh
Frontier orbital gap ... 8.83 eV
HOMO ... -9.268 eV

```
! wB97M-V def2-TZVPD RIJCOSX def2/J DEFGRID3
* xyz 0 1
O -1.4896 2.0715 0.1290
H -2.3166 1.8061 0.5313
H -0.8208 1.5879 0.6137
O 0.2748 1.1376 1.8433
H 0.5190 2.0598 1.7647
H 0.1231 0.8519 0.9424
O 0.2800 0.4410 0.1519
H 0.2923 -0.4796 -0.1100
H 0.1210 0.9198 -0.6616
O 0.1252 -1.5652 -0.3238
H -0.6509 -2.1217 -0.2595
H 0.4862 -1.5534 0.5627
O 0.9718 -1.9960 -1.9989
H 0.5423 -1.9312 -1.1459
H 1.5424 -1.2286 -2.0392
*
```

Just the Löwdin charges please, in e? Sure, here they are: O -0.048; H 0.051; H -0.039; O -0.071; H 0.042; H -0.447; O 0.160; H -0.130; H 0.150; O 0.276; H 0.207; H 0.203; O -0.041; H -0.343; H 0.029

<three>
The following is a DFT calculation (wB97M-V/def2-TZVPD) of 5 unconnected molecules or ions with the total composition H10O5.

Properties
LUMO level ... -0.0120 Eh
Frontier orbital gap ... 9.73 eV
HOMO ... -10.052 eV

```
! wB97M-V def2-TZVPD RIJCOSX def2/J DEFGRID3
* xyz 0 1
O -24.0867 -28.7579 -13.4956
H -23.9175 -28.8154 -12.5648
H -24.1940 -29.6358 -13.7606
O -21.7326 -30.2966 -15.3424
H -21.0078 -30.2463 -14.7188
H -22.4076 -30.7063 -14.8566
O -21.4971 -29.8930 -12.6065
H -22.2354 -30.0025 -11.9785
H -21.0156 -30.6911 -12.5429
O -23.6950 -31.6549 -14.1767
H -24.0347 -32.5076 -14.3790
H -23.2892 -31.8142 -13.3261
O -22.5564 -32.3295 -11.6905
H -21.9934 -33.0227 -12.0246
H -22.3690 -32.3587 -10.7367
*
```

Just the Löwdin charges please, in e? Sure, here they are: O -0.010; H 0.015; H -0.036; O -0.049; H 0.009; H -0.077; O -0.043; H 0.037; H 0.008; O -0.019; H 0.058; H -0.001; O -0.040; H 0.063; H 0.085

<four>
The following is a DFT calculation (wB97M-V/def2-TZVPD) of 5 unconnected molecules or ions with the total composition H10O5.

Properties
LUMO level ... -0.0054 Eh
Frontier orbital gap ... 10.42 eV
HOMO ... -10.570 eV

```
! wB97M-V def2-TZVPD RIJCOSX def2/J DEFGRID3
* xyz 0 1
O -1.8413 1.3649 1.4183
H -1.1863 2.0849 1.6823
H -1.5503 0.5299 2.0283
O 1.2827 1.9879 -1.8307
H 0.8067 1.2729 -1.1807
H 0.8217 1.8729 -2.6787
O -0.2383 -0.0001 -0.3907
H -0.4923 -0.9041 -0.0627
H -0.8683 0.4739 0.0923
O 2.3257 -0.0721 0.5413
H 2.4377 -0.6241 -0.2647
H 1.4427 0.3669 0.4963
O -1.2473 -2.6491 -0.1937
H -0.3923 -3.0521 -0.4087
H -1.3013 -2.6521 0.7513
*
```

Just the Löwdin charges please, in e? Sure, here they are: O -0.125; H 0.088; H 0.136; O -0.139; H 0.054; H 0.023; O -0.078; H 0.045; H -0.033; O -0.102; H 0.049; H 0.002; O -0.028; H 0.070; H 0.039

Quick one: least stable of them? <two>

<one>
The following is a DFT calculation (wB97M-V/def2-TZVPD) of 5 unconnected molecules or ions with the total composition H10O5.

Properties
LUMO level ... 0.0065 Eh
Frontier orbital gap ... 11.07 eV
HOMO ... -10.890 eV

```
! wB97M-V def2-TZVPD RIJCOSX def2/J DEFGRID3
* xyz 0 1
O -2.6646 -1.2454 -1.1913
H -1.9130 -1.0513 -0.5958
H -2.7397 -0.4760 -1.7628
O -0.1800 -0.3865 -0.0566
H 0.5426 -0.1770 0.5851
H -0.2749 0.4205 -0.5707
O 0.6158 2.6137 -1.4793
H -0.1061 2.3158 -2.0448
H 1.0277 3.3354 -1.9674
O 0.2518 -2.9168 1.2578
H 0.1374 -2.0908 0.7583
H -0.5931 -3.0553 1.6981
O 1.6202 0.8467 1.6155
H 2.3032 1.4799 1.3649
H 1.9726 0.3871 2.3892
*
```

Just the Löwdin charges please, in e? Sure, here they are: O -0.072; H -0.003; H 0.021; O -0.085; H 0.027; H 0.033; O -0.053; H 0.036; H 0.041; O -0.064; H -0.011; H 0.035; O -0.037; H 0.064; H 0.067

<two>
The following is a DFT calculation (wB97M-V/def2-TZVPD) of 5 unconnected molecules or ions with the total composition H10O5.

Properties
LUMO level ... 0.0149 Eh
Frontier orbital gap ... 11.50 eV
HOMO ... -11.099 eV

```
! wB97M-V def2-TZVPD RIJCOSX def2/J DEFGRID3
* xyz 0 1
H -1.3159 0.8608 0.2697
H 0.1453 0.5764 0.4269
H -0.8324 -0.6608 -4.9333
H -1.0596 0.0941 -3.7047
H -3.5319 2.9812 -1.5316
H -2.1067 3.4979 -1.4810
H 3.1233 -2.6385 2.4007
H 4.4139 -1.8727 2.2013
H 0.6769 -2.5642 2.9077
H 0.3308 -0.9869 3.1452
O -0.5046 1.2589 0.6338
O -0.4627 -0.5371 -4.1051
O -2.9098 3.3874 -0.9588
O 3.4515 -1.7657 2.2494
O 0.5820 -1.6309 2.4797
*
```

Just the Löwdin charges please, in e? Sure, here they are: H 0.036; H 0.028; H -0.010; H 0.030; H 0.007; H 0.039; H 0.003; H 0.042; H 0.088; H 0.029; O -0.073; O -0.020; O -0.042; O -0.060; O -0.099

Quick one: least stable of them? <two>